Computed, not measured: a cluster of 2 separate species, C3H9N2S in total, with ωB97M-V/def2-TZVPD.

Last column: Mulliken charge in e.
Geometry (Å):
1 C -1.85429 -1.13015 -0.00187  -0.75
2 N -0.78582 -2.03964 -0.37305  -0.24
3 C 0.44781 -1.64049 -0.75851  0.18
4 N 1.31276 -2.48742 -1.18344  -0.80
5 H -2.65719 -1.71252 0.44077  0.29
6 H -1.49514 -0.38436 0.70842  0.22
7 H -2.24953 -0.59467 -0.87003  0.25
8 H -0.94051 -3.03181 -0.42977  0.29
9 H 0.61236 -0.56508 -0.65922  0.16
10 H 2.16648 -1.98976 -1.42117  0.24
11 C 1.13862 2.96119 1.22284  -0.77
12 S -0.05866 1.87296 0.37051  -0.64
13 H 1.26406 2.65207 2.26285  0.19
14 H 2.11819 2.90123 0.74047  0.19
15 H 0.82887 4.00758 1.21890  0.20

Atomic forces in eV per Å
C 0.2 0.0 -0.1
N 0.1 -0.1 0.1
C 0.0 0.0 -0.1
N 0.1 0.0 -0.1
H -0.1 0.0 0.1
H 0.0 0.0 0.0
H 0.0 0.0 0.0
H -0.2 0.0 0.0
H 0.0 0.1 0.0
H -0.1 0.0 0.1
C 0.0 -0.2 -0.1
S 0.0 0.1 0.0
H 0.0 0.1 0.1
H 0.0 0.1 0.0
H -0.1 0.1 0.0

Summary:
net charge	-1
energy above the lowest of the compared OMol25 structures with the same formula, charge and spin	13.2	kcal/mol
HOMO level	-0.0920	hartree
energy	-627.41956	Ha
LUMO energy	4.0	eV
gap between HOMO and LUMO	6.5	eV

---

Computed, not measured: a cluster of 2 separate species, C3H9N3 in total in a non-equilibrium geometry, with ωB97M-V/def2-TZVPD.

Last column: Mulliken charge in e.
Geometry (Å):
1 H -2.16624 2.07226 3.15024  0.21
2 N -2.09910 1.57360 2.23622  -0.56
3 C -1.35137 0.54935 2.19486  0.21
4 N -0.59014 0.12105 3.27255  -0.55
5 H -1.05879 0.08334 1.26872  0.20
6 H 0.19868 -0.44097 2.97846  0.24
7 H -0.29258 0.90642 3.98007  0.25
8 C 0.52873 0.18697 -1.57396  -0.20
9 N 0.12397 -0.20591 -2.71889  -0.33
10 C 1.14966 -1.14592 -3.14221  -0.88
11 H 0.02669 1.08477 -1.11714  0.26
12 H 1.01686 -0.52530 -0.81844  0.21
13 H 1.18703 -1.98113 -2.53757  0.38
14 H 2.19703 -0.73915 -2.96095  0.29
15 H 1.12956 -1.53942 -4.21197  0.27

Atomic forces in eV per Å
H 0.2 -0.9 -0.7
N -0.6 0.1 -0.4
C 0.8 2.2 1.6
N 1.2 1.2 1.6
H -0.7 -0.5 -0.4
H 0.0 0.0 0.3
H -0.9 -2.2 -2.0
C -3.1 0.1 1.8
N 2.3 1.1 0.5
C 2.0 -0.2 -2.6
H 0.4 -0.9 -0.3
H 0.5 1.2 -1.3
H -0.4 -2.2 1.4
H -1.3 -0.1 -0.7
H -0.4 0.9 1.3

Summary:
net charge	0
energy above the lowest of the compared OMol25 structures with the same formula, charge and spin	68.2	kcal/mol
HOMO level	-0.3526	hartree
energy	-283.87443	Ha
LUMO energy	0.6	eV
gap between HOMO and LUMO	10.2	eV

---

Computed, not measured: an isolated molecule of C3H9N3 in a non-equilibrium geometry, with ωB97M-V/def2-TZVPD.

Last column: Mulliken charge in e.
Geometry (Å):
1 H 2.83761 0.11243 -0.19947  0.22
2 N 1.97645 0.25419 0.36349  -0.75
3 C 0.95593 0.15316 -0.50759  0.40
4 N 1.18657 -0.81425 -1.58457  -0.66
5 N -0.09246 1.03494 -0.63483  -0.36
6 C -1.36332 0.35410 -0.09106  -0.48
7 C -1.02343 -0.09053 1.34467  -0.85
8 H 0.31577 -1.29660 -1.94637  0.27
9 H 1.88899 -1.48517 -1.14731  0.26
10 H 0.25431 1.74984 0.16278  0.42
11 H -1.79612 -0.44647 -0.69472  0.31
12 H -2.04687 1.22510 0.01603  0.29
13 H -1.81579 -0.89895 1.53501  0.29
14 H -1.22179 0.77540 1.98094  0.29
15 H -0.05587 -0.62717 1.40300  0.34

Atomic forces in eV per Å
H -0.5 -0.9 0.9
N -2.2 1.7 -2.2
C 4.9 -1.4 -1.4
N -0.9 -0.6 1.8
N 0.2 0.3 3.3
C 0.9 2.2 1.1
C -2.4 -2.1 -0.8
H 1.5 0.8 0.5
H -1.7 0.8 -1.2
H -1.5 -1.6 -2.3
H 0.5 0.4 -0.3
H -0.1 -1.0 -0.5
H 1.0 1.1 0.4
H 0.7 -0.5 0.4
H -0.5 0.8 0.4

Summary:
net charge	0
energy above the lowest of the compared OMol25 structures with the same formula, charge and spin	48.1	kcal/mol
HOMO level	-0.3215	hartree
energy	-283.90649	Ha
LUMO energy	0.9	eV
gap between HOMO and LUMO	9.6	eV

---

Computed, not measured: an isolated molecule of C3H9N3 in a non-equilibrium geometry, with ωB97M-V/def2-TZVPD.

Last column: Mulliken charge in e.
Geometry (Å):
1 H -0.22112 -2.28112 1.68125  0.20
2 N -0.03311 -1.26335 1.71227  -0.72
3 C -0.43059 -0.68631 0.63621  0.45
4 N -0.95567 -1.27475 -0.50122  -0.48
5 N -0.30263 0.69613 0.50469  -0.28
6 C 0.07859 1.30698 -0.75985  -0.39
7 C 1.55672 1.14334 -1.16987  -1.02
8 H -1.22459 -2.27566 -0.42425  0.25
9 H -1.70704 -0.67845 -0.84359  0.23
10 H -0.02817 1.11815 1.42340  0.26
11 H -0.51883 0.83135 -1.55953  0.21
12 H -0.23857 2.34922 -0.68116  0.38
13 H 1.83279 0.07001 -1.26978  0.26
14 H 1.73194 1.57396 -2.16723  0.36
15 H 2.18512 1.60226 -0.40821  0.29

Atomic forces in eV per Å
H 0.0 0.8 0.1
N -0.2 -0.5 -0.5
C 0.9 0.1 0.7
N -0.8 -0.8 -0.3
N -0.1 -0.2 1.5
C -0.1 -0.4 -0.4
C -0.3 -0.5 0.0
H 0.3 1.3 0.1
H 0.1 -0.6 -0.2
H -0.1 -0.5 -1.6
H 0.1 0.4 0.4
H 0.3 0.0 -0.3
H -0.3 0.6 0.3
H 0.0 0.2 0.4
H 0.3 0.0 -0.2

Summary:
net charge	0
energy above the lowest of the compared OMol25 structures with the same formula, charge and spin	5.5	kcal/mol
HOMO level	-0.3197	hartree
energy	-283.97442	Ha
LUMO energy	1.0	eV
gap between HOMO and LUMO	9.6	eV

---

Computed, not measured: a cluster of 2 separate species, C3H9N3 in total in a non-equilibrium geometry, with ωB97M-V/def2-TZVPD.

Last column: Mulliken charge in e.
Geometry (Å):
1 H 1.69745 -1.20119 1.79646  0.24
2 N 0.75832 -0.81027 1.72603  -0.50
3 N 0.80599 0.45765 2.07531  -0.02
4 N 0.12282 0.76183 3.16709  -0.24
5 H 0.02400 1.74865 3.34959  0.24
6 H -0.42361 0.12615 3.74606  0.28
7 C 0.53379 -0.82803 -2.48871  -0.74
8 C 0.13284 -0.56735 -1.22465  0.05
9 C -1.00731 0.68703 -1.19252  -1.01
10 H 0.52118 -1.65014 -3.18917  0.24
11 H 0.72683 -0.10961 -3.27892  0.25
12 H -0.10309 -1.45449 -0.64033  0.24
13 H -0.50680 1.64275 -1.04920  0.29
14 H -1.87294 0.39855 -0.59842  0.32
15 H -1.40947 0.79847 -2.19862  0.36

Atomic forces in eV per Å
H 0.3 0.6 -2.0
N -1.1 1.7 3.2
N 1.4 -2.5 0.8
N -0.8 0.7 -1.0
H 0.0 0.0 -0.2
H 0.1 -0.5 -0.7
C 0.0 0.8 -0.8
C -3.2 0.3 -2.8
C 2.5 -1.2 -0.6
H 0.8 -1.9 1.5
H -0.5 1.6 0.7
H 0.1 0.4 0.4
H -0.4 0.1 1.0
H 0.5 0.3 0.6
H 0.2 -0.4 -0.1

Summary:
net charge	0
energy above the lowest of the compared OMol25 structures with the same formula, charge and spin	146.2	kcal/mol
HOMO level (alpha / beta)	-0.2972 / -0.2970	hartree
energy	-283.75012	Ha
LUMO energy (alpha / beta)	0.5 / 0.5	eV
gap between HOMO and LUMO (alpha / beta)	8.6 / 8.5	eV

---

Computed, not measured: an isolated molecule of C3H9N3 in a non-equilibrium geometry, with ωB97M-V/def2-TZVPD.

Last column: Mulliken charge in e.
Geometry (Å):
1 C 1.09229 -1.57205 1.64290  -0.81
2 N 0.60542 -0.83475 0.52978  -0.13
3 C -0.55693 -0.97536 0.13820  0.01
4 N -1.18594 -0.04412 -0.51089  -0.67
5 N -0.16906 0.91517 -0.91346  -0.28
6 C -0.80060 2.15851 -1.32641  -0.72
7 H 2.18656 -1.36140 1.64130  0.30
8 H 0.82877 -2.72497 1.37241  0.25
9 H 0.68478 -1.69149 2.74076  0.28
10 H 1.03365 0.02202 0.28828  0.38
11 H -1.22449 -1.73279 0.52149  0.35
12 H 0.32157 0.43733 -1.88272  0.27
13 H -1.47522 2.02364 -2.33016  0.21
14 H -1.36103 2.55988 -0.42725  0.26
15 H 0.02022 2.82039 -1.48423  0.31

Atomic forces in eV per Å
C 0.8 -4.5 0.7
N 5.9 -1.0 3.4
C -8.0 1.3 -1.5
N 0.7 -0.2 -1.4
N 0.6 -1.5 -3.3
C -1.7 -0.6 -0.8
H -0.7 -0.8 0.5
H 1.4 2.2 0.4
H 0.2 1.9 -1.9
H 0.4 1.2 -0.2
H 0.3 -0.6 0.1
H -1.6 1.7 3.3
H 1.3 0.6 2.6
H 0.2 -0.5 -1.3
H 0.4 0.8 -0.6

Summary:
net charge	0
energy above the lowest of the compared OMol25 structures with the same formula, charge and spin	88.5	kcal/mol
HOMO level	-0.2900	hartree
energy	-283.84208	Ha
LUMO energy	1.0	eV
gap between HOMO and LUMO	8.9	eV

---

Computed, not measured: a cluster of 3 separate species, C3H9N3O in total in a non-equilibrium geometry, with ωB97M-V/def2-TZVPD.

Last column: Mulliken charge in e.
Geometry (Å):
1 C -1.68978 -0.23524 -0.43253  -0.68
2 N -1.62170 -0.28971 -1.81100  -0.45
3 H -1.55273 0.61353 -2.26442  0.28
4 H -0.94776 -0.94459 -2.18451  0.25
5 H -2.38457 0.49865 -0.04046  0.35
6 H -1.72492 -1.20626 0.05472  0.40
7 H -0.19893 -0.12247 0.23449  0.11
8 C 1.47692 -0.49269 0.77576  0.40
9 N 1.62360 -0.69468 2.10446  -0.41
10 C 0.14205 1.05470 0.09853  -0.03
11 N 0.57629 1.63649 -0.94497  -0.75
12 O 2.12744 -1.00529 -0.09829  -0.58
13 H 1.08197 -0.16359 2.76308  0.21
14 H 2.39324 -1.25782 2.45253  0.26
15 H 0.82923 0.99676 -1.69791  0.24
16 H -0.13035 1.61220 0.99051  0.39

Atomic forces in eV per Å
C 0.8 -0.3 0.2
N 0.1 0.2 0.2
H 0.0 0.0 0.1
H -0.1 0.0 0.0
H 0.1 0.0 0.1
H -0.2 0.0 0.0
H -1.2 0.6 -0.7
C -0.2 0.7 -0.4
N 0.0 -0.1 0.1
C 1.2 -0.9 0.8
N -0.5 -0.3 -0.4
O -0.2 0.1 0.2
H 0.1 0.0 -0.1
H -0.1 0.1 -0.1
H 0.2 0.0 0.1
H -0.1 -0.2 0.0

Summary:
net charge	0
energy above the lowest of the compared OMol25 structures with the same formula, charge and spin	128.2	kcal/mol
HOMO level (alpha / beta)	-0.2473 / -0.2472	hartree
energy	-359.04014	Ha
LUMO energy (alpha / beta)	0.5 / 0.5	eV
gap between HOMO and LUMO (alpha / beta)	7.2 / 7.2	eV

---

Computed, not measured: an isolated molecule of C3H9N3O, with ωB97M-V/def2-TZVPD.

Last column: Mulliken charge in e.
Geometry (Å):
1 N -0.20976 -2.75569 -0.28890  -0.66
2 C 0.23912 -1.43596 -0.69818  -0.34
3 N -0.05461 -0.37099 0.28467  -0.37
4 C -0.69830 0.83152 -0.19845  -0.20
5 C -0.03753 2.12656 0.28296  0.29
6 N 1.29840 2.01816 0.56274  -0.44
7 O -0.66928 3.15638 0.34456  -0.61
8 H 0.04441 -2.93589 0.67541  0.25
9 H -1.22784 -2.77265 -0.31383  0.26
10 H -0.26936 -1.19587 -1.63447  0.31
11 H 1.31670 -1.46574 -0.90598  0.27
12 H -0.52962 -0.80385 1.06170  0.21
13 H -1.73719 0.92768 0.13477  0.26
14 H -0.65941 0.84220 -1.28821  0.25
15 H 1.64815 2.76176 1.15103  0.26
16 H 1.54614 1.07239 0.83019  0.27

Atomic forces in eV per Å
N -0.3 0.3 0.0
C 0.0 0.1 0.0
N 0.4 -0.5 -0.1
C -0.1 0.2 0.5
C 0.1 -0.2 -0.2
N -0.3 -0.1 0.4
O -0.1 0.2 0.0
H 0.2 -0.1 0.0
H 0.2 -0.1 0.0
H 0.1 0.0 -0.1
H -0.2 -0.1 0.1
H -0.2 0.3 0.1
H 0.0 -0.1 -0.3
H -0.2 0.1 -0.1
H 0.1 0.0 -0.2
H 0.2 0.1 -0.1

Summary:
net charge	0
energy above the lowest of the compared OMol25 structures with the same formula, charge and spin	13.2	kcal/mol
HOMO level	-0.3336	hartree
energy	-359.22342	Ha
LUMO energy	0.9	eV
gap between HOMO and LUMO	10.0	eV